A single C17H26N2O3S molecule at a distorted geometry. Source: the Open Molecules 2025 dataset; level of theory: ωB97M-V/def2-TZVPD.

CARTESIAN COORDINATES (ANGSTROEM)
C 4.916547 1.244573 -1.888329
H 4.892771 1.694789 -2.877567
H 5.915397 0.848168 -1.717641
H 4.208344 0.422512 -1.859600
C 4.568224 2.282977 -0.828761
C 4.523641 1.693745 0.567803
H 4.607053 2.455168 1.339542
H 5.277076 0.928720 0.728651
S 2.918635 0.905078 0.899318
O 2.881216 0.594032 2.302044
O 1.872153 1.740499 0.377382
N 2.987928 -0.494466 -0.038194
C 1.792232 -0.741120 -0.815128
H 1.514983 0.202391 -1.285718
C 0.659320 -1.263541 0.078023
C -0.597808 -1.435643 -0.765106
O -0.955609 -2.499093 -1.227803
N -1.242633 -0.271925 -0.988580
H -0.913469 0.569121 -0.539565
C -2.479418 -0.189296 -1.739258
C -3.638185 0.166115 -0.845185
C -4.363789 1.332877 -1.027803
C -5.414362 1.647478 -0.182553
C -5.757159 0.809224 0.868203
C -5.022800 -0.358465 1.051096
C -3.978712 -0.677436 0.206496
H -3.417617 -1.588843 0.353481
H -5.277921 -1.022875 1.864373
C -6.894833 1.136738 1.786855
H -6.569041 1.101307 2.825276
H -7.697418 0.409498 1.665797
H -7.292465 2.126765 1.578609
H -5.971649 2.559704 -0.342139
H -4.111227 2.000730 -1.839434
H -2.628972 -1.179121 -2.181476
H -2.371997 0.550126 -2.539278
C 1.114918 -2.572816 0.720081
C 2.388509 -2.327722 1.525744
C 3.465819 -1.674364 0.657836
H 4.308609 -1.364809 1.277367
H 3.822526 -2.377027 -0.102898
H 2.771860 -3.267173 1.926741
H 2.170587 -1.657870 2.358797
H 0.328658 -2.962399 1.368501
H 1.290667 -3.309048 -0.067306
H 0.480348 -0.514071 0.856898
H 2.028624 -1.477007 -1.589995
H 5.303626 3.090634 -0.859039
H 3.586836 2.713145 -1.036538

Atoms 1-3, force components in eV/Å:
-0.1 0.2 -0.1
0.0 0.0 -0.1
0.1 -0.1 0.0

Values from the calculation:
2S+1: 1
Charge: 0
Relative energy (zero: lowest compared OMol25 entry of this formula, charge and spin) in kcal per mole: 18.1
Frontier orbital gap in eV: 9.5258